DFT (ωB97M-V with the def2-TZVPD basis set) results for C15H22N8O3SSbSe4W as an isolated structure.

## Properties
- frontier orbital gap (alpha / beta) (hartree) = 0.230 / 0.228
- HOMO level (alpha / beta) (eV) = -10.9 / -10.9

```
! wB97M-V def2-TZVPD RIJCOSX def2/J DEFGRID3
* xyz 1 1
W 0.790 -0.050 -1.235
N 4.324 -0.815 -0.455
C 3.898 -1.428 -1.709
C 2.430 -1.818 -1.695
O 2.038 -2.414 -0.683
N 1.530 -1.450 -2.728
C 0.490 -2.477 -2.954
C -0.408 -2.687 -1.752
O -1.021 -3.669 -1.471
O -0.442 -1.554 -1.032
H 5.140 -0.242 -0.627
H 4.604 -1.534 0.200
H 4.415 -2.381 -1.882
H 4.097 -0.773 -2.553
H 0.964 -3.429 -3.194
H -0.109 -2.155 -3.807
Se -3.573 0.648 -5.417
Sb -2.947 1.703 -3.458
Se -0.715 0.923 -2.655
Se 2.384 1.477 -1.946
Se -3.829 3.384 -2.130
C 2.384 0.796 4.142
N 1.889 0.008 3.016
C 1.664 -1.428 3.184
C 1.602 0.582 1.837
N 1.168 -0.131 0.826
N 1.795 1.932 1.755
C 1.186 2.796 0.831
N 1.713 4.056 0.873
N 0.220 2.379 0.124
H 2.592 0.124 4.967
H 1.645 1.527 4.473
H 3.321 1.302 3.897
H 1.872 -1.694 4.215
H 2.322 -2.014 2.539
H 0.625 -1.687 2.970
H 1.120 -1.117 1.057
H 2.397 2.352 2.440
H 2.611 4.222 1.293
H 1.456 4.691 0.138
H -0.150 3.103 -0.483
S -3.624 1.077 2.173
C -2.047 0.882 1.494
N -1.962 0.333 0.335
C -3.238 -0.020 -0.110
C -3.552 -0.662 -1.316
C -4.874 -0.914 -1.620
C -5.902 -0.559 -0.735
C -5.615 0.057 0.462
C -4.277 0.322 0.760
H -1.184 1.249 2.033
H -2.769 -0.976 -1.989
H -5.119 -1.399 -2.555
H -6.930 -0.777 -0.994
H -6.402 0.332 1.152
*
```

DFT (ωB97M-V with the def2-TZVPD basis set) results for C15H22N9O3S2V as an isolated structure.

## Properties
- frontier orbital gap (alpha / beta) (hartree) = 0.208 / 0.229
- HOMO level (alpha / beta) (eV) = -16.3 / -16.3

```
! wB97M-V def2-TZVPD RIJCOSX def2/J DEFGRID3
* xyz 3 2
V 0.326 0.075 0.246
C 2.788 2.097 -3.134
N 3.283 2.193 -1.747
C 4.416 3.108 -1.497
C 2.672 1.539 -0.787
N 1.529 0.869 -0.977
N 3.283 1.518 0.453
C 2.808 0.939 1.601
N 3.644 0.883 2.620
N 1.565 0.493 1.667
H 3.552 2.496 -3.793
H 1.875 2.677 -3.266
H 2.628 1.055 -3.412
H 4.418 3.860 -2.279
H 5.367 2.575 -1.533
H 4.296 3.626 -0.547
H 1.224 0.861 -1.944
H 4.256 1.788 0.458
H 4.590 1.233 2.575
H 3.367 0.466 3.496
H 1.347 0.049 2.555
C -4.979 3.146 2.333
N -3.874 2.300 1.864
C -2.647 2.789 1.266
C -1.998 1.480 0.962
O -0.782 1.351 0.397
N -2.674 0.459 1.306
C -3.847 0.980 1.862
N -4.787 0.186 2.312
H -4.685 4.187 2.240
H -5.191 2.943 3.382
H -5.869 2.977 1.728
H -2.053 3.393 1.957
H -2.830 3.378 0.363
H -4.655 -0.813 2.259
H -5.630 0.536 2.742
O -0.171 -1.748 1.371
S 0.394 -2.304 0.103
O 1.795 -1.897 0.051
N -0.351 -1.363 -0.992
C -1.000 -2.097 -1.990
S -1.814 -1.458 -3.212
C -0.807 -3.553 -1.681
C -1.259 -4.620 -2.429
C -0.983 -5.912 -1.988
C -0.261 -6.155 -0.821
C 0.220 -5.106 -0.053
C -0.074 -3.832 -0.512
H -1.812 -4.440 -3.342
H -1.337 -6.753 -2.570
H -0.064 -7.172 -0.510
H 0.791 -5.282 0.849
*
```

DFT (ωB97M-V with the def2-TZVPD basis set) results for C15H23BrO3P2S2Tl as an isolated structure.

## Properties
- frontier orbital gap (hartree) = 0.251
- HOMO level (eV) = -10.0

```
! wB97M-V def2-TZVPD RIJCOSX def2/J DEFGRID3
* xyz 1 1
Tl 2.961 0.594 -0.153
C -2.354 0.727 -3.873
P -1.271 0.953 -2.481
C 0.351 1.326 -3.088
C -1.990 2.243 -1.456
C -1.069 3.058 -0.535
P 0.054 2.014 0.484
C 0.872 3.281 1.510
C -1.122 1.277 1.675
H -2.399 1.642 -4.463
H -3.353 0.475 -3.518
H -1.977 -0.087 -4.492
H 0.259 2.142 -3.808
H 0.743 0.441 -3.592
H 1.022 1.607 -2.279
H -2.765 1.725 -0.883
H -2.509 2.897 -2.163
H -1.692 3.691 0.101
H -0.442 3.722 -1.135
H 0.143 3.903 2.033
H 1.509 3.917 0.893
H 1.497 2.777 2.248
H -1.681 2.048 2.208
H -0.559 0.684 2.397
H -1.823 0.606 1.175
Br -3.049 -5.661 2.268
C -2.266 -4.302 1.244
C -3.051 -3.608 0.329
C -2.479 -2.597 -0.419
C -1.128 -2.299 -0.257
C -0.348 -3.007 0.656
C -0.920 -4.010 1.417
C -0.442 -1.231 -0.994
O -1.356 -0.449 -1.749
O 0.725 -1.004 -1.007
H -4.095 -3.859 0.211
H -3.082 -2.054 -1.133
H 0.695 -2.747 0.789
H -0.329 -4.555 2.138
C 5.926 -0.671 2.203
O 4.559 -0.347 1.899
C 3.585 -0.818 2.719
S 3.874 -1.807 3.978
S 2.003 -0.408 2.106
H 6.510 -0.186 1.426
H 6.070 -1.749 2.185
H 6.192 -0.292 3.186
*
```

DFT (ωB97M-V with the def2-TZVPD basis set) results for C15H23ClN4O4S in the gas phase.

## Properties
- frontier orbital gap (hartree) = 0.335
- SMILES string = CO[C@@]1(C(=O)NC[C@H](CO)NC(=O)Cc2cc(Cl)n(C)n2)CCSC1
- HOMO level (eV) = -8.7

```
! wB97M-V def2-TZVPD RIJCOSX def2/J DEFGRID3
* xyz 0 1
C -0.826 -1.614 -1.381
O -0.545 -1.741 0.008
C 0.772 -2.200 0.331
C 1.786 -1.221 -0.293
O 2.598 -1.549 -1.136
N 1.649 0.050 0.164
C 2.367 1.180 -0.396
C 1.573 1.912 -1.489
C 2.243 3.244 -1.823
O 3.634 2.996 -2.000
N 0.215 2.117 -1.007
C -0.773 2.730 -1.698
O -0.607 3.268 -2.778
C -2.148 2.729 -1.028
C -2.305 1.823 0.150
C -1.734 1.933 1.436
C -2.140 0.784 2.075
Cl -1.810 0.223 3.654
N -2.902 0.079 1.220
C -3.497 -1.227 1.421
N -3.007 0.702 0.037
C 0.844 -2.213 1.875
C 0.807 -3.660 2.392
S 0.140 -4.677 1.051
C 1.016 -3.633 -0.137
H -1.867 -1.311 -1.464
H -0.205 -0.844 -1.849
H -0.687 -2.552 -1.920
H 0.964 0.205 0.885
H 2.617 1.875 0.408
H 3.300 0.819 -0.819
H 1.551 1.291 -2.390
H 1.796 3.661 -2.724
H 2.068 3.946 -0.997
H 4.034 3.773 -2.400
H -0.064 1.621 -0.178
H -2.359 3.767 -0.762
H -2.865 2.446 -1.797
H -1.132 2.729 1.841
H -3.940 -1.282 2.413
H -4.272 -1.347 0.669
H -2.745 -2.008 1.305
H 1.749 -1.718 2.232
H -0.011 -1.650 2.252
H 1.809 -4.012 2.639
H 0.180 -3.768 3.275
H 0.648 -3.822 -1.142
H 2.082 -3.855 -0.125
*
```

Relative energy (zero: lowest compared OMol25 entry of this formula, charge and spin) / kJ/mol: 320.8, 148.8, 4.0, 57.9
Strongest force on any atom / eV/A: 2.781, 2.845, 0.776, 0.172
Energy / eV: -314553.5692, -82799.7004, -137050.4548, -53436.8913